Density functional theory data (ωB97M-V/def2-TZVPD) for 2 unconnected molecules or ions with the total composition C34H37OSi at a distorted geometry.

The geometry in XYZ format:
```
73
Properties=species:S:1:pos:R:3:forces:R:3:mulliken_charge:R:1
C -3.207477 0.238468 2.349316 -0.05 0.48 0.62 -1.7740
C -2.742424 -0.992745 1.688872 -0.75 -1.31 0.55 0.8778
C -3.616178 -2.056040 1.307751 -0.31 -0.09 0.10 0.4980
C -3.332951 -3.449986 1.616357 0.22 0.05 -0.46 0.9618
C -2.174029 -3.849007 2.485495 0.35 -0.45 0.03 -1.5330
C -4.192175 -4.449065 1.174379 0.43 0.14 0.23 -0.7900
C -5.373719 -4.175652 0.483128 0.00 -0.16 -0.21 0.4604
C -6.219027 -5.310530 -0.056309 -0.39 0.22 -0.07 -1.4609
C -5.738792 -2.834610 0.330304 0.29 0.15 -0.05 -0.9185
C -4.913868 -1.788124 0.736434 -0.29 -0.26 0.43 0.8927
C -5.445424 -0.404107 0.568578 -0.49 0.51 -0.48 -1.4419
H -2.421819 0.604248 3.029153 -0.18 -0.12 -0.44 0.3776
H -3.427765 1.040011 1.640428 -0.05 -0.09 0.20 0.3225
H -4.110698 0.089986 2.961269 0.23 -0.24 -0.36 0.5355
H -1.674573 -1.200733 1.750747 -0.26 -0.12 0.05 0.0600
H -2.137340 -4.949036 2.578108 0.02 0.54 -0.10 0.3694
H -1.221913 -3.524312 2.050254 -0.05 0.02 0.11 0.2800
H -2.232154 -3.456648 3.512996 -0.11 0.06 -0.42 0.3455
H -3.936928 -5.494926 1.363769 -0.03 0.37 0.09 0.3848
H -7.096007 -4.926589 -0.600192 0.33 -0.11 0.23 0.3554
H -5.665702 -5.961029 -0.750007 0.07 0.32 0.25 0.3553
H -6.588122 -5.964963 0.747883 0.18 0.27 -0.11 0.3419
H -6.690951 -2.601217 -0.140461 0.18 0.01 0.06 0.3034
H -6.378281 -0.457205 -0.006446 0.27 0.12 0.10 0.4064
H -5.697193 0.091810 1.518800 0.18 -0.31 -0.27 0.3187
H -4.756531 0.248311 0.018072 -0.11 -0.09 0.14 0.2547
C 3.721645 3.956328 2.146007 -0.04 -0.34 -0.10 -0.5634
C 4.101096 2.607982 2.161104 0.00 0.02 -0.23 -0.6472
C 3.744323 1.768055 1.102912 -0.13 0.26 0.24 -0.2454
C 2.927337 2.245945 0.067876 0.10 0.06 0.09 0.8430
Si 2.266455 1.110581 -1.246778 0.45 -0.08 0.00 -0.4982
C 2.500580 2.023562 -2.855505 -0.38 -0.26 -0.17 0.4374
C 3.619630 2.851643 -3.052470 -0.07 0.12 -0.43 0.0142
C 3.852268 3.453670 -4.300323 -0.14 -0.41 0.49 -0.7938
C 2.980623 3.211735 -5.359883 -0.14 -0.07 -0.01 -0.4272
C 1.877902 2.373736 -5.177260 -0.07 -0.24 0.34 -0.6354
C 1.641471 1.770458 -3.931583 0.36 0.44 -0.52 -0.4452
C 3.245210 -0.479199 -1.284002 -0.29 -0.31 0.08 0.3521
C 4.493123 -0.542216 -1.928041 0.00 -0.35 0.20 -0.2488
C 5.244433 -1.723675 -1.914839 -0.18 0.16 0.09 -0.6628
C 4.760910 -2.858099 -1.254637 -0.19 0.27 0.04 -0.4932
C 3.520942 -2.805227 -0.615678 -0.18 0.36 -0.02 -0.6128
C 2.760226 -1.626676 -0.637665 0.51 -0.24 -0.08 -0.0213
O 0.615428 0.719874 -0.923139 0.51 -0.82 -0.72 -0.5894
C -0.087752 0.796666 0.192537 -0.32 1.11 0.34 1.0101
C -1.369544 1.304545 0.310332 0.90 -0.29 -0.57 -1.0237
C -1.277186 2.346770 1.389958 -0.06 0.01 0.60 -0.7925
C -0.059696 1.896703 2.250213 0.05 0.35 0.41 -0.8362
C 0.523980 0.648618 1.579688 -0.51 -0.26 -0.04 -0.0319
C 2.598296 3.609381 0.028168 0.04 -0.12 0.43 -0.2937
C 2.993411 4.455865 1.066654 -0.08 0.15 -0.21 -0.6738
H 4.005888 4.611189 2.968348 -0.06 -0.14 -0.20 0.3891
H 4.676471 2.198656 2.988963 -0.02 0.20 -0.15 0.4277
H 4.091932 0.728336 1.084793 -0.22 0.34 0.10 0.4567
H 4.335520 3.017108 -2.244372 -0.27 0.04 -0.16 0.4230
H 4.725373 4.088083 -4.429179 -0.16 -0.09 -0.03 0.3986
H 3.168747 3.661835 -6.339076 -0.10 -0.14 0.38 0.3732
H 1.200480 2.164102 -6.002980 0.18 0.09 0.11 0.3942
H 0.806303 1.081542 -3.803963 0.08 0.23 -0.09 0.3851
H 4.886007 0.340402 -2.433731 -0.08 -0.22 0.05 0.3577
H 6.213244 -1.753104 -2.414151 -0.26 0.00 0.12 0.3866
H 5.347385 -3.776780 -1.230981 -0.14 0.26 -0.04 0.3690
H 3.127863 -3.669548 -0.086933 0.14 0.04 -0.13 0.4069
H 1.787780 -1.608549 -0.136992 0.28 -0.01 -0.17 0.2521
H -2.130236 1.292712 -0.463456 0.44 0.40 -0.29 0.4531
H -1.039973 3.333856 0.955356 -0.27 -0.38 -0.09 0.4197
H -2.168377 2.492967 2.007603 0.04 0.11 -0.11 0.4196
H 0.705117 2.683456 2.260023 -0.20 -0.18 0.15 0.0773
H -0.388931 1.710821 3.276704 0.29 0.03 -0.06 0.4299
H 0.075924 -0.262445 2.031341 0.49 0.30 -0.15 0.1688
H 1.609024 0.564463 1.647698 -0.21 0.08 -0.15 0.2918
H 2.037971 4.004073 -0.822602 0.08 -0.05 0.29 0.4314
H 2.723419 5.513491 1.015265 0.13 -0.32 0.11 0.3844
```
Forces are in eV/Å.

F_max	1.604	eV/A
net charge	+1
E	-45776.408	eV
ΔE to the lowest compared entry with this formula, charge and spin	177.91	kJ/mol

=====

Density functional theory data (ωB97M-V/def2-TZVPD) for a molecular structure, C34H38AgF5N3OSSi.

The geometry in XYZ format:
```
84
Properties=species:S:1:pos:R:3:forces:R:3:mulliken_charge:R:1
Ag 0.129328 0.591310 0.027704 0.56 0.02 0.02 0.0615
C -1.909603 3.252061 2.152704 0.07 0.01 0.05 -1.5000
C -2.126925 3.854943 0.794881 -0.06 0.07 -0.10 1.7591
C -2.049502 5.230453 0.601861 0.01 -0.06 0.06 -0.9150
C -2.230241 5.787135 -0.652635 -0.02 0.06 -0.04 -1.1320
C -2.483912 4.967739 -1.741756 -0.02 -0.06 -0.03 -0.8685
C -2.553782 3.588121 -1.596047 0.00 0.10 0.06 1.2154
C -2.759805 2.678705 -2.771424 -0.03 -0.04 -0.05 -1.7127
C -2.386094 3.049841 -0.318332 0.05 -0.03 0.07 -0.8642
N -2.337549 1.641081 -0.210696 -0.28 0.01 -0.08 0.6088
C -3.272727 0.984435 0.335304 0.15 -0.11 0.02 0.9294
C -4.536687 1.554966 0.915978 -0.05 0.04 -0.01 -2.0405
C -3.103771 -0.511799 0.373371 0.03 0.12 -0.11 0.6297
C -4.354733 -1.333436 0.215872 -0.04 -0.03 0.07 -1.9405
N -1.927753 -0.966132 0.501939 -0.10 -0.02 0.10 0.9520
C -1.717830 -2.369449 0.466205 -0.01 0.05 -0.04 -1.0902
C -1.688875 -3.020623 -0.768950 -0.01 -0.11 0.14 1.8442
C -1.870202 -2.248225 -2.042539 0.05 0.00 -0.08 -1.3044
C -1.468609 -4.393307 -0.774699 0.04 0.06 -0.07 -1.0006
C -1.269528 -5.089033 0.405791 0.04 -0.06 0.03 -0.9124
C -1.272128 -4.412548 1.615118 -0.03 0.03 0.02 -0.9495
C -1.490796 -3.040816 1.667085 0.07 -0.06 -0.11 1.0898
C -1.434840 -2.278736 2.957159 -0.02 0.00 0.06 -1.2609
H -1.356315 3.942113 2.789837 -0.02 0.01 0.00 0.4830
H -1.328015 2.331909 2.075893 0.00 -0.03 -0.01 -0.0299
H -2.858027 3.021972 2.647710 0.01 -0.02 0.01 0.4417
H -1.815340 5.864305 1.449894 -0.01 0.01 -0.01 0.4160
H -2.147016 6.858430 -0.787018 0.01 0.00 0.00 0.4085
H -2.593666 5.394488 -2.732211 0.00 0.02 0.02 0.3618
H -2.705494 3.241116 -3.703273 0.00 0.00 0.00 0.4247
H -3.733325 2.181796 -2.730340 -0.01 -0.01 0.01 0.3407
H -1.994671 1.899817 -2.786503 -0.04 0.03 0.01 0.2865
H -4.529418 2.641828 0.865957 -0.01 -0.03 0.00 0.4108
H -4.647826 1.241462 1.956777 0.01 0.01 0.01 0.3608
H -5.409094 1.184384 0.374503 0.00 0.00 -0.01 0.4684
H -5.022459 -1.169900 1.064708 -0.01 -0.01 0.00 0.4318
H -4.122184 -2.393894 0.150758 -0.02 0.02 0.01 0.3846
H -4.894508 -1.026145 -0.682838 -0.01 0.00 0.00 0.4071
H -1.171777 -1.409019 -2.082904 -0.01 0.01 0.01 0.1693
H -2.883279 -1.846016 -2.136527 0.02 0.01 -0.01 0.2383
H -1.680517 -2.888708 -2.903665 -0.01 0.00 0.00 0.4531
H -1.425260 -4.911860 -1.726058 -0.01 -0.01 0.01 0.3821
H -1.079808 -6.154986 0.381905 0.00 0.01 -0.01 0.4032
H -1.086992 -4.948804 2.539218 0.00 0.00 -0.01 0.3465
H -1.232389 -2.951979 3.790530 0.01 0.00 -0.01 0.4294
H -2.374171 -1.758409 3.165088 0.00 0.00 -0.02 0.2343
H -0.644121 -1.526687 2.910260 0.00 0.02 0.01 0.1117
C 2.398497 -4.726686 -0.401944 0.14 -0.01 0.07 -0.7537
Si 3.961022 -3.808838 -0.878961 -0.08 0.09 -0.07 0.1989
C 4.210100 -3.968657 -2.740726 -0.03 0.01 0.06 -1.0771
C 5.364960 -4.744806 -0.014964 -0.03 0.06 -0.07 -1.1483
C 4.132430 -1.988846 -0.411362 0.29 -0.07 0.02 0.2959
C 5.431908 -1.525219 -0.230875 -0.05 0.03 0.07 -0.2969
C 5.687314 -0.203783 0.120281 -0.02 -0.02 -0.01 -1.0849
C 4.589911 0.619253 0.294188 0.05 0.05 -0.04 -0.0918
N 3.336188 0.233415 0.099931 0.00 0.02 0.11 0.0529
C 3.090085 -1.031244 -0.274431 -0.21 -0.09 -0.06 -0.0829
S 1.442786 -1.490820 -0.610154 -0.17 0.00 -0.01 -0.3414
H 2.556974 -5.792430 -0.608663 -0.03 0.03 0.04 0.3897
H 1.532587 -4.372622 -0.952074 -0.05 0.03 -0.08 0.0383
H 2.167212 -4.607777 0.658563 0.02 0.00 0.01 0.3184
H 4.225630 -5.016539 -3.052303 0.00 0.00 0.00 0.3156
H 5.147245 -3.502640 -3.054839 0.00 -0.01 0.02 0.3323
H 3.397318 -3.466299 -3.269977 -0.01 0.01 0.02 0.2859
H 5.323688 -5.804577 -0.280941 -0.02 0.00 0.00 0.3088
H 5.254159 -4.667455 1.069298 0.00 0.00 0.01 0.3449
H 6.360417 -4.379695 -0.273864 -0.01 -0.01 -0.02 0.3052
H 6.271822 -2.201100 -0.357599 -0.01 -0.01 0.03 0.1835
H 6.692308 0.167355 0.271624 0.01 -0.01 -0.01 0.3754
H 4.721789 1.656604 0.595778 -0.02 -0.02 0.01 0.3868
F 0.216490 2.737501 -2.178446 0.13 -0.02 -0.02 -0.3846
C 0.700259 3.391611 -1.085144 0.01 0.16 0.13 2.2912
C 0.815892 2.732009 0.121134 -0.24 -0.02 -0.11 -2.7199
C 1.270517 3.527576 1.142682 0.06 -0.01 -0.03 1.0161
F 1.424614 3.016674 2.410767 -0.01 0.00 -0.01 -0.4503
C 1.583543 4.873467 1.024660 -0.05 -0.11 -0.06 0.2311
F 2.002493 5.605150 2.076809 0.02 0.01 0.03 -0.3828
C 1.439571 5.480916 -0.207128 -0.01 -0.07 0.00 0.8931
F 1.720085 6.787205 -0.357846 0.01 0.07 -0.02 -0.3952
C 0.991352 4.731765 -1.280536 0.03 -0.11 0.09 0.1661
F 0.833873 5.330701 -2.474891 -0.01 0.03 -0.07 -0.4279
O 0.813849 0.289140 3.017033 -0.01 0.08 0.24 -0.6040
H 1.503660 0.840094 2.623786 0.02 -0.14 -0.23 0.2882
H 0.239689 0.945675 3.425555 -0.01 -0.01 -0.03 0.2605
```
Forces are in eV/Å.

F_max	0.562	eV/A
net charge	-1
E	-78695.174	eV
ΔE to the lowest compared entry with this formula, charge and spin	31.24	kJ/mol